7
Properties=species:S:1:pos:R:3 method="wB97M-V/def2-TZVPD" largest_force_ev_per_a=3.539 orbital_gap_ev=11.18 smiles=OC(O)(Cl)Cl de_lowest_ev=0.554
O 0.787 -0.135 -0.805
C -0.118 -0.025 0.114
O 0.362 0.064 1.332
Cl -1.272 1.252 -0.374
Cl -1.187 -1.628 0.095
H 0.306 -0.215 -1.664
H 1.121 0.687 1.301